Entry 1:
The following is a quantum chemistry calculation of C23H28N6O2 as an isolated structure in a non-equilibrium geometry, from OMol25.

Last column: natural (NBO) charge in e.
CARTESIAN COORDINATES (ANGSTROEM)
C 3.29760 -4.83900 3.21368  -0.623
C 2.33970 -4.22820 2.04452  -0.056
C 1.83770 -2.93725 2.13173  -0.165
C 1.14982 -2.43382 1.16875  -0.044
C 0.79246 -3.26416 -0.04277  -0.045
C 1.20805 -4.57671 0.12802  -0.153
C 2.12724 -5.08060 1.17235  -0.218
H 2.20200 -6.24521 0.88470  0.245
H 0.72649 -5.29885 -0.76354  0.193
C -0.22443 -2.66840 -0.91267  -0.556
H -1.37625 -2.62243 -0.32485  0.206
H 0.05766 -1.92898 -1.28216  0.183
H -0.23648 -3.40424 -1.86555  0.208
C 0.66055 -1.02000 1.42274  -0.258
N -0.63856 -0.99953 1.70667  -0.245
C -1.57418 -0.32175 1.31603  0.408
N -1.51391 0.46695 0.00795  -0.535
C -2.72836 0.82050 -0.26649  0.531
N -4.10214 0.60531 0.34170  -0.719
C -4.06362 -0.07306 1.76059  0.694
O -5.13772 -0.25958 2.10387  -0.525
C -2.76317 -0.62809 2.23919  -0.062
N -2.40310 -1.30982 3.17970  -0.157
N -1.04712 -1.47669 3.13590  -0.138
H -5.03246 0.76305 -0.10018  0.444
C -3.00802 1.64366 -1.62868  -0.312
C -1.52729 1.56195 -2.54447  -0.162
N -0.73567 2.16993 -1.83348  -0.489
C 0.63618 1.51101 -1.41761  0.748
O 0.72290 0.41347 -1.79814  -0.567
C 1.51450 2.22550 -0.78423  -0.363
H 1.21754 2.61511 0.02779  0.240
C 2.39800 3.30698 -1.60163  -0.422
H 2.48607 4.32880 -1.37139  0.227
H 2.29608 3.21237 -2.69923  0.224
C 3.55240 2.56247 -1.12364  -0.333
H 4.30548 2.16998 -2.19946  0.189
H 4.39344 3.26689 -0.29739  0.199
C 2.88710 1.44491 -0.50196  -0.355
H 3.11521 1.18686 0.67664  0.198
H 2.97494 0.68938 -1.01310  0.198
C -0.78847 3.57526 -1.30066  -0.253
H 0.11937 4.01436 -1.10187  0.232
C -1.89292 3.73414 -0.66256  -0.382
C -3.28658 2.91883 -1.27455  -0.406
H -4.13497 3.27214 -0.70338  0.233
H -3.44614 3.69189 -2.24736  0.185
H -2.16591 4.94489 -0.53307  0.212
H -1.92904 3.18411 0.24567  0.196
H -1.05605 3.99286 -2.41396  0.161
H -1.44392 0.44844 -2.62604  0.251
H -1.95879 1.93060 -3.47796  0.165
H -3.94024 1.24682 -2.29688  0.224
H 1.44623 -0.40511 2.11932  0.240
H 0.82643 -0.33699 0.43144  0.251
H 2.28290 -2.30283 3.19551  0.210
H 4.24980 -4.35701 3.18554  0.214
H 3.62872 -5.98393 2.99770  0.206
H 2.70294 -4.91717 4.17318  0.224

spin multiplicity = 1
LUMO energy = 0.0047 Eh
gap between HOMO and LUMO = 0.2992 Eh
charge = 0

=====

Entry 2:
The following is a quantum chemistry calculation of a 2-piece molecular cluster, C3H11NO2S overall in a non-equilibrium geometry, from OMol25.

Last column: natural (NBO) charge in e.
CARTESIAN COORDINATES (ANGSTROEM)
N 0.97282 -2.03812 -1.69308  -0.924
C 0.61585 -0.52181 -1.31573  -0.080
C 1.65905 0.73633 -1.68150  -0.066
O 2.16145 0.31484 -2.99962  -0.741
C 0.39993 -0.38444 0.21244  -0.566
S -1.21368 -0.80577 0.94050  -0.062
H 0.09662 -2.64866 -1.53991  0.383
H 1.43231 -2.32097 -2.61591  0.374
H -0.43654 -0.54024 -1.67182  0.201
H 2.53614 0.79171 -1.07470  0.199
H 0.91650 1.68163 -1.87729  0.206
H 1.88179 -0.58215 -3.16352  0.465
H 0.71877 0.63488 0.57291  0.221
H 1.17469 -1.07312 0.64139  0.246
H -0.77826 -1.83501 1.78639  0.146
O -2.85270 3.23483 4.74676  -0.922
H -3.08938 2.32220 4.57436  0.461
H -2.36249 3.35108 3.90324  0.461

spin multiplicity = 1
LUMO energy = 0.0177 Eh
gap between HOMO and LUMO = 0.3628 Eh
SMILES = N[C@H](CO)CS.O
charge = 0

=====

Entry 3:
The following is a quantum chemistry calculation of a 2-piece molecular cluster, H7N3Si overall in a non-equilibrium geometry, from OMol25.

Last column: natural (NBO) charge in e.
CARTESIAN COORDINATES (ANGSTROEM)
N 0.44582 1.48394 -0.78815  -1.321
N -1.38163 -0.48453 -0.90571  -1.361
N 1.50398 -1.02080 -0.07723  -1.316
Si 0.03991 -0.12688 -0.13662  1.917
H 1.47268 1.67623 -0.72185  0.388
H -0.13001 2.32285 -0.81969  0.411
H -2.02627 0.30967 -0.88600  0.423
H -1.77344 -1.47343 -1.11435  0.430
H 2.26107 -0.39779 0.14761  0.407
H 1.50031 -1.95990 0.37103  0.421
H -0.96268 0.53682 2.76188  -0.400

spin multiplicity = 1
LUMO energy (spin up / spin down) = 0.0042 / 0.0066 Eh
gap between HOMO and LUMO (spin up / spin down) = 0.3054 / 0.2349 Eh
charge = 0

=====

Entry 4:
The following is a quantum chemistry calculation of BrHg as an isolated structure in a non-equilibrium geometry, from OMol25.

Last column: natural (NBO) charge in e.
CARTESIAN COORDINATES (ANGSTROEM)
Hg -1.84203 9.94833 7.25778  1.027
Br -1.54849 10.44129 4.38358  -0.027

spin multiplicity = 1
LUMO energy = -0.3658 Eh
gap between HOMO and LUMO = 0.2291 Eh
charge = +1

=====

Entry 5:
The following is a quantum chemistry calculation of the molecule C6H12N2 in a non-equilibrium geometry, from OMol25.

Last column: natural (NBO) charge in e.
CARTESIAN COORDINATES (ANGSTROEM)
C -1.28249 1.04448 0.24319  -0.510
C -2.61519 0.94335 -0.19008  -0.021
C -0.15098 0.18781 0.38198  0.359
C -3.49173 -0.25934 -0.19347  -0.745
C -0.19316 -1.29883 0.22693  -0.682
C 3.11755 0.50021 -0.53965  -0.457
N 1.10406 0.60727 0.49883  -0.417
N 2.23398 -0.25887 0.37350  -0.421
H -1.10109 2.05059 0.28615  0.195
H -3.06579 -1.09954 0.39592  0.156
H -3.80288 -0.58920 -1.16680  0.242
H -4.43325 -0.04858 0.15242  0.234
H 0.34807 -1.85022 0.98037  0.231
H 0.31608 -1.60612 -0.63586  0.238
H -1.10541 -1.84490 0.12612  0.238
H 2.81749 0.52194 -1.58990  0.215
H 3.27813 1.64584 -0.36794  0.179
H 4.21650 0.06773 -0.65721  0.220
H 1.19671 1.62917 0.40138  0.386
H 2.61341 -0.34278 1.27412  0.361

spin multiplicity = 1
LUMO energy (spin up / spin down) = 0.0201 / 0.0201 Eh
gap between HOMO and LUMO (spin up / spin down) = 0.2491 / 0.2494 Eh
charge = 0

=====

Entry 6:
The following is a quantum chemistry calculation of the molecule C4H9NO, from OMol25.

Last column: natural (NBO) charge in e.
CARTESIAN COORDINATES (ANGSTROEM)
C -0.22560 -1.35386 -1.23619  -0.606
C 0.67019 -0.95679 -0.06731  -0.244
N 1.21595 0.42148 -0.11846  -0.566
C 0.86805 1.52645 0.50748  0.078
C -0.48837 1.55019 1.19149  -0.224
O -1.52592 0.60534 0.87590  -0.732
H -0.59792 -2.37308 -1.07970  0.221
H -1.09620 -0.69479 -1.30239  0.196
H 0.30627 -1.31989 -2.19234  0.208
H 1.54035 -1.62363 -0.03301  0.194
H 2.10345 0.47577 -0.61008  0.387
H 0.13061 -1.03994 0.87060  0.225
H -0.83768 2.56935 0.97781  0.194
H -0.33960 1.50108 2.27963  0.212
H -1.72357 0.71233 -0.06341  0.459

spin multiplicity = 1
LUMO energy = 0.0322 Eh
gap between HOMO and LUMO = 0.3257 Eh
charge = 0